Record 1
Molecular formula: C18H27BrNO4P2Sr
Method: DFT, the ωB97M-V functional and the def2-TZVPD basis

## Properties
Energy above the lowest of the compared OMol25 structures with the same formula, charge and spin, kcal per mole: 94.3
HOMO-LUMO gap, eV: 4.1505
HOMO level, eV: -8.0

```
! RIJCOSX wB97M-V def2-TZVPD def2/J DEFGRID3
* xyz 1 1
Sr 0.4528 0.6506 -0.1575
P 2.4583 -1.5653 -0.1405
C 2.3080 -1.8593 -1.8681
C 1.0933 -1.8539 -2.5953
N -0.0369 -1.2216 -2.0789
C -1.2243 -1.4931 -2.6566
C -1.3603 -2.3403 -3.7650
C -0.2206 -2.8807 -4.3634
C 1.0105 -2.6125 -3.8005
C -2.5027 -0.8900 -2.0866
P -2.3719 0.7974 -1.3494
H 1.9333 -3.0183 -4.2204
H -2.3597 -2.5381 -4.1614
H -0.3071 -3.4971 -5.2584
H -3.2633 -0.8599 -2.8862
H -2.8828 -1.5444 -1.2805
H 3.3425 2.7266 -3.5753
H 3.1772 -2.2702 -2.3885
H -0.6339 5.7230 -2.0802
O 2.8390 2.2226 -2.9373
H 1.9985 2.7268 -2.8651
H 0.2652 2.2452 2.1184
O -0.6173 4.7675 -2.1333
H -1.3916 4.5000 -1.6126
C -2.6442 1.7967 -2.8723
H -3.6021 1.5505 -3.3599
H -2.6287 2.8665 -2.6103
H -1.8154 1.6164 -3.5740
C -4.0507 0.8421 -0.6174
H -4.0809 1.6582 0.1143
H -4.8400 1.0063 -1.3650
H -4.2520 -0.0975 -0.0858
C 2.5254 -3.2528 0.5927
H 3.5133 -3.7165 0.4545
H 2.3098 -3.1545 1.6657
H 1.7589 -3.8942 0.1384
C 4.2224 -1.0614 -0.0599
H 4.4474 -0.7116 0.9579
H 4.8667 -1.9139 -0.3198
H 4.3729 -0.2368 -0.7705
Br 0.5936 3.5544 3.8479
C 0.1380 1.9343 4.8021
C 0.0483 1.9837 6.1961
C -0.2359 0.8237 6.9463
C -0.4247 -0.4001 6.2911
C -0.3425 -0.4616 4.8992
C -0.0756 0.6976 4.1445
C -0.0647 0.5063 2.7150
O 0.2754 -0.5421 2.1289
O -0.4589 1.5853 1.9094
H 0.1707 2.9335 6.7204
H -0.3098 0.8837 8.0354
H -0.6330 -1.3131 6.8592
H -0.4897 -1.3978 4.3581
*
```

Record 2
Molecular formula: C19H25ClN4O2
Method: DFT, the ωB97M-V functional and the def2-TZVPD basis

## Properties
Energy above the lowest of the compared OMol25 structures with the same formula, charge and spin, kcal per mole: 461.3
HOMO-LUMO gap, eV: 7.1958
HOMO level, eV: -8.1
SMILES: CCN(CC)CCNC(=O)CCn1nc(-c2ccc(Cl)cc2)ccc1=O

```
! RIJCOSX wB97M-V def2-TZVPD def2/J DEFGRID3
* xyz 0 1
C -4.9589 -0.6844 -2.7276
H -3.7797 -0.8346 -2.8824
H -5.2199 -0.2872 -3.8146
H -5.4135 -1.6692 -2.5851
C -5.3291 0.2105 -1.9230
N -4.9031 0.0770 -0.3790
C -5.4878 -1.1204 0.4208
C -6.9128 -0.8288 0.4056
H -7.5309 -0.9321 -0.4756
H -7.1716 -1.6634 1.2197
H -7.1506 0.3261 0.9793
H -4.9853 -0.9753 1.1108
H -5.1884 -2.1135 -0.4090
C -3.3825 0.3282 -0.2853
H -3.0217 0.7968 -1.2940
C -3.0640 0.9355 1.0941
N -1.5225 0.8601 1.1520
C -0.8870 2.0985 1.0200
O -1.2262 3.3608 0.7102
C 0.6323 1.9620 1.1254
H 1.1167 2.8769 0.9345
H 0.7599 1.4919 2.0994
C 1.1465 1.1826 -0.1233
N 1.9831 0.0595 0.4256
N 3.3229 0.3911 -0.2005
C 4.2977 -0.6416 0.3930
C 3.8187 -2.0571 1.0422
C 2.5272 -1.9271 1.2284
C 1.4245 -1.1520 0.9668
O 0.3278 -1.2579 1.0792
H 2.1317 -2.8678 1.6960
H 4.5156 -2.6125 1.2442
C 5.6481 -0.3002 0.1510
C 6.5658 -1.4598 -0.0190
C 7.8716 -1.0676 -0.2504
C 8.3043 0.5340 -0.3486
C 7.3367 1.3403 -0.4436
C 5.9956 1.0147 0.2493
H 5.2262 1.8052 0.0917
H 7.4833 2.4954 -0.2852
Cl 9.9886 0.6694 -0.5395
H 8.5131 -1.6999 -0.1166
H 6.2217 -2.4172 0.1105
H 0.2542 0.4547 -0.6547
H 1.5994 1.7392 -0.9661
H -0.9077 0.0726 1.1567
H -3.3322 0.3490 1.8817
H -3.2335 1.8464 0.9820
H -2.9021 -0.6633 -0.4417
H -6.5703 0.5547 -1.6541
H -4.9320 1.4000 -2.1513
*
```

Question: Number 2 is which compound?
Answer: C19H25ClN4O2